Entry 1:
Here is a cluster of 3 separate species, C12H17F6IN2O6 in total from OMol25. Energies are from wB97M-V/def2-TZVPD.

Calculated values
HOMO = -9.6 eV
SMILES string = NC[C@H](I)OCN=C=O.CCOC(=O)C(F)(F)F.CCOC(=O)C(F)(F)F
multiplicity = 1
HOMO-LUMO gap = 10.0 eV
calculated total energy = -52390.2881 eV

```
44
Properties=species:S:1:pos:R:3:forces:R:3
I -2.148 -1.852 0.182 0.1 0.0 -0.1
F -2.251 1.375 -2.958 0.1 0.0 0.0
F 2.286 -5.902 3.140 0.0 0.0 0.0
F -1.808 3.489 -3.092 0.1 0.0 0.0
F -1.000 2.319 -1.459 0.2 0.2 -0.3
F 3.948 -5.707 1.771 0.0 0.0 0.0
F 4.288 -5.577 3.905 0.0 0.0 0.0
O 3.745 -3.036 2.038 0.0 -0.1 0.0
O -0.217 4.340 3.677 0.3 0.0 0.3
O 1.066 2.073 -3.146 0.0 0.0 0.1
O 2.471 -3.355 3.874 0.1 -0.1 0.0
O -0.388 1.679 -4.828 -0.1 0.1 0.0
O -1.515 0.545 1.615 -0.1 -0.2 0.0
N -0.597 2.073 3.067 0.1 0.4 -0.5
N -3.877 2.007 -0.238 0.4 0.0 0.1
C 0.698 1.398 -5.739 0.3 -0.1 -0.3
C 1.122 -1.496 3.037 0.0 -0.2 -0.2
C -2.223 0.271 0.419 -0.2 0.3 0.7
C -0.375 3.230 3.377 -0.4 -0.1 -0.1
C -1.304 2.296 -2.760 -0.2 0.0 0.1
C -3.686 0.747 0.471 -0.1 -0.1 -0.5
C -1.045 1.860 1.677 0.1 -0.1 0.6
C 1.214 -0.012 -5.564 -0.1 -0.1 0.2
C 2.217 -1.936 3.982 -0.1 0.4 0.1
C -0.040 1.992 -3.592 0.1 0.0 -0.1
C 3.439 -5.264 2.916 0.0 -0.1 -0.1
C 3.237 -3.734 2.865 0.0 0.1 0.1
H 1.653 -0.150 -4.577 0.1 0.0 0.0
H 0.890 -0.443 3.191 0.0 0.0 0.0
H 0.275 1.536 -6.732 -0.1 0.0 0.1
H -0.198 2.020 1.006 0.0 -0.1 -0.1
H -4.282 -0.003 -0.041 -0.1 0.0 0.0
H 0.401 -0.731 -5.671 0.0 0.0 -0.1
H -3.876 2.816 0.364 -0.2 0.0 0.0
H 0.216 -2.079 3.202 0.0 0.1 0.1
H 1.487 2.137 -5.605 0.0 0.0 0.2
H 1.975 -0.227 -6.313 0.0 0.0 0.0
H -1.723 0.755 -0.411 0.0 -0.4 -0.2
H 1.420 -1.635 1.998 0.0 0.1 0.0
H 1.920 -1.780 5.016 0.0 -0.2 0.0
H -1.842 2.572 1.447 0.0 0.0 -0.1
H -4.690 2.004 -0.832 -0.1 0.1 0.1
H -4.026 0.771 1.508 0.1 -0.1 0.1
H 3.142 -1.386 3.813 0.1 -0.1 -0.1
```
Positions in Å, forces in eV/Å.

=====

Entry 2:
Here is a structure of composition ClO4Ti at a distorted geometry from OMol25. Energies are from wB97M-V/def2-TZVPD.

Calculated values
HOMO (spin up / spin down) = -7.2 / -11.0 eV
multiplicity = 4
HOMO-LUMO gap (spin up / spin down) = 6.8 / 10.7 eV
relative energy (zero: lowest compared OMol25 entry of this formula, charge and spin) = 73.06 kJ/mol
calculated total energy = -43816.3811 eV
<S²> = 3.75

```
6
Properties=species:S:1:pos:R:3:forces:R:3
Ti 1.968 0.651 0.465 3.6 -0.5 0.1
Cl -0.369 -0.172 -0.094 -8.9 -2.2 -1.6
O 0.152 1.095 0.354 -0.3 3.9 -0.3
O -1.541 -0.023 -0.967 2.0 0.5 1.5
O -0.815 -0.729 1.154 1.2 -1.4 -0.8
O 0.606 -0.822 -0.913 2.4 -0.3 1.1
```
Positions in Å, forces in eV/Å.

=====

Entry 3:
Here is a cluster of 2 separate species, C4H11O in total at a distorted geometry from OMol25. Energies are from wB97M-V/def2-TZVPD.

Calculated values
HOMO (spin up / spin down) = -14.2 / -13.2 eV
charge = +1
multiplicity = 1
HOMO-LUMO gap (spin up / spin down) = 9.6 / 8.2 eV
relative energy (zero: lowest compared OMol25 entry of this formula, charge and spin) = 620.94 kJ/mol
calculated total energy = -6358.9904 eV

```
16
Properties=species:S:1:pos:R:3:forces:R:3
O -0.003 -0.290 0.713 -2.5 0.0 2.8
C -1.443 0.052 0.736 -1.3 3.2 -2.0
C 0.453 1.180 -1.170 2.8 -1.8 -3.4
C 0.410 -1.006 1.766 3.0 -1.9 4.0
C 0.859 0.211 -0.122 1.9 2.2 -4.6
H -0.174 -1.041 2.717 -0.1 0.2 -1.5
H -0.059 0.781 -2.158 0.6 0.8 2.3
H -1.850 -0.743 0.203 -1.2 -1.6 -0.1
H -1.867 0.348 1.714 0.9 -0.7 -0.3
H 1.557 -1.030 1.943 -2.2 0.0 -0.9
H -0.044 1.910 -0.646 -1.5 2.4 0.4
H -0.056 -1.807 -2.308 -0.3 -0.2 -0.2
H 0.493 -1.425 -2.007 0.3 0.1 0.1
H -1.612 0.934 0.006 0.7 -1.3 1.5
H 1.857 0.302 0.177 1.1 -0.6 1.0
H 1.480 1.622 -1.566 -2.2 -0.7 0.9
```
Positions in Å, forces in eV/Å.

=====

Entry 4:
Here is a structure of composition C15H18N4O2 at a distorted geometry from OMol25. Energies are from wB97M-V/def2-TZVPD.

Calculated values
HOMO = -8.1 eV
multiplicity = 1
HOMO-LUMO gap = 7.7 eV
relative energy (zero: lowest compared OMol25 entry of this formula, charge and spin) = 324.14 kJ/mol
calculated total energy = -25900.4453 eV

```
39
Properties=species:S:1:pos:R:3:forces:R:3
O -3.279 -3.870 -1.377 1.7 -1.0 0.7
O -2.394 -5.889 -1.033 1.2 0.6 0.6
N 1.028 -2.638 1.132 -2.7 -2.2 -0.6
N 1.583 2.945 1.219 -0.5 1.0 1.1
N -0.056 2.690 -0.313 0.5 0.6 -0.6
N 0.351 0.026 -0.903 -0.2 0.2 -0.4
C -0.242 -4.674 0.460 -0.3 -1.4 -0.5
C -1.168 -2.506 0.068 -1.1 -1.4 -1.1
C -0.033 -1.929 0.614 1.4 0.3 0.5
C -1.301 -3.927 -0.083 2.4 1.3 1.2
C 0.830 -4.025 1.112 -0.9 2.7 -1.7
C 0.457 3.593 1.529 -2.1 4.1 3.9
C 0.457 4.515 2.758 2.3 -2.0 0.4
C -0.717 0.738 -1.651 -1.2 -1.7 1.1
C -2.367 -4.543 -0.881 -3.2 1.1 -1.2
C -0.771 2.266 -1.511 -0.9 -0.3 0.8
C 1.272 2.464 0.093 0.4 -2.3 -3.9
C -0.597 3.527 0.665 2.7 -1.2 0.2
C 2.339 1.634 -0.590 0.1 -0.3 -0.2
C 1.719 0.379 -1.271 0.4 -0.1 3.2
C 0.201 -0.399 0.520 1.6 -0.2 -0.7
H 3.053 1.335 0.215 -0.7 0.4 -0.5
H -3.109 -6.074 -1.646 -0.4 0.0 -0.1
H 1.320 5.220 2.713 -0.9 -0.1 -0.2
H -0.480 4.957 2.980 -0.8 0.6 0.0
H 1.721 0.676 -2.237 -0.1 -0.1 -3.5
H -0.464 2.693 -2.420 1.2 1.0 -1.0
H 2.476 -0.383 -1.017 -0.8 -0.4 -0.8
H 0.748 3.868 3.632 -0.5 0.5 -0.5
H -0.793 0.384 -2.744 0.3 0.6 1.6
H -1.847 2.630 -1.439 1.3 -0.6 0.3
H -0.278 -5.810 0.220 0.4 2.1 0.9
H -1.933 -1.890 -0.417 0.3 -0.1 0.4
H 1.674 -4.565 1.397 1.1 -0.9 0.8
H -1.660 0.440 -1.117 0.7 -0.3 -0.8
H -0.480 0.205 1.145 0.1 -0.2 -0.5
H 2.990 2.107 -1.391 -1.0 0.1 1.0
H 1.259 -0.244 0.876 -1.3 -0.2 0.4
H -1.509 4.075 0.690 -0.5 -0.2 -0.4
```
Positions in Å, forces in eV/Å.

=====

Entry 5:
Here is a structure of composition C6H20O7Sr at a distorted geometry from OMol25. Energies are from wB97M-V/def2-TZVPD.

Calculated values
HOMO = -17.0 eV
charge = +2
multiplicity = 1
HOMO-LUMO gap = 10.8 eV
calculated total energy = -21678.1060 eV

```
34
Properties=species:S:1:pos:R:3:forces:R:3
Sr 0.173 0.608 0.126 -1.7 6.3 9.9
O 1.561 1.205 -1.036 8.8 7.0 -9.3
O -1.649 0.290 1.031 -12.2 6.7 0.5
O -0.388 -0.854 1.285 4.0 -8.9 10.7
O 1.629 -0.669 -0.643 1.9 -8.4 -2.9
O -1.145 -0.239 -1.011 -4.3 -6.4 -7.3
O 1.965 0.632 0.904 8.5 0.4 6.9
O -0.389 1.779 -1.253 -4.9 7.8 -6.7
C -2.461 0.969 0.045 -1.5 2.5 0.3
C -1.641 2.149 -0.648 -2.0 0.0 0.2
C 0.732 -1.173 2.041 2.7 -3.1 0.8
C 0.747 -1.413 -1.480 0.3 -3.8 0.1
C -0.631 -1.531 -0.837 0.9 -2.7 -3.9
C 1.835 -0.146 2.119 0.2 2.4 0.8
H -0.431 2.204 -2.113 0.3 0.1 -0.5
H 0.500 -1.545 3.039 -0.1 0.3 0.0
H -1.187 -2.246 -1.445 0.0 0.0 0.0
H -2.776 0.198 -0.658 -1.6 1.3 0.9
H 1.222 -2.002 1.531 0.0 -0.7 0.1
H -3.327 1.466 0.482 0.0 0.1 0.2
H -2.309 -0.236 1.488 -0.5 0.4 0.6
H 1.149 -2.425 -1.423 -0.1 -0.2 -0.8
H 2.424 -1.188 -0.501 0.1 -0.8 -0.1
H 0.679 -1.102 -2.522 0.3 0.4 0.2
H 1.651 2.105 -1.349 0.2 0.8 -0.2
H 2.262 0.726 -1.478 0.4 0.6 -0.4
H 2.818 -0.525 2.396 -0.4 -0.6 0.1
H -0.558 -1.825 0.210 -0.4 -1.1 -2.6
H 1.624 0.637 2.848 -0.2 -0.2 0.3
H -1.825 -0.258 -1.689 0.4 -0.4 -0.6
H -1.154 -1.328 1.617 0.6 -0.7 0.8
H 2.623 0.245 0.322 0.6 1.1 1.3
H -1.458 2.957 0.061 -0.1 0.0 0.2
H -2.262 2.535 -1.456 -0.3 0.1 0.3
```
Positions in Å, forces in eV/Å.

=====

Entry 6:
Here is a cluster of 6 separate species, C3H16N2O7 in total at a distorted geometry from OMol25. Energies are from wB97M-V/def2-TZVPD.

Calculated values
HOMO = -9.8 eV
SMILES string = NC(=O)NCC=O.O.O.O.O.O
multiplicity = 1
HOMO-LUMO gap = 10.1 eV
relative energy (zero: lowest compared OMol25 entry of this formula, charge and spin) = 167.28 kJ/mol
calculated total energy = -20684.1006 eV

```
28
Properties=species:S:1:pos:R:3:forces:R:3
O 0.622 -1.083 3.710 0.0 0.0 -0.2
O -0.702 -1.271 -0.594 -0.3 -0.4 0.0
O 0.092 -1.597 -3.199 -0.4 -0.4 -0.2
O 2.438 -0.327 -2.893 0.1 0.0 0.1
O -2.658 2.082 2.517 0.1 -0.2 0.4
O 1.634 -1.801 1.226 0.0 1.6 1.0
O 2.258 1.166 -0.521 -0.3 0.2 0.5
N -0.618 0.843 0.137 -0.5 -0.5 0.0
N -2.646 -0.079 -0.550 0.2 -0.2 0.2
C -1.514 1.902 2.183 -1.0 0.6 -0.7
C -1.321 -0.238 -0.322 0.6 0.8 0.0
C -1.127 2.056 0.716 0.7 0.3 0.0
H -3.084 0.809 -0.390 -0.2 -0.1 -0.1
H 2.824 0.587 0.000 0.0 0.0 0.1
H -0.718 1.708 2.915 0.2 -0.3 0.0
H 2.375 0.522 -3.339 0.0 -0.1 -0.2
H 1.902 0.563 -1.183 0.4 -0.3 -0.6
H 0.368 0.708 0.039 0.7 0.2 0.4
H -3.107 -0.814 -1.055 -0.2 0.1 0.2
H -1.907 2.508 0.100 -0.4 -0.2 0.3
H 2.414 -2.333 1.363 -0.4 -0.8 -0.8
H -0.342 2.819 0.701 0.3 -0.3 -0.1
H 0.056 -2.375 -2.631 0.2 -0.1 -0.1
H 0.963 -1.360 2.835 -0.1 0.1 0.2
H -0.529 -1.037 -2.722 0.1 0.2 0.0
H 0.915 -2.017 0.628 0.4 -0.7 -0.5
H 1.743 -0.902 -3.266 0.0 0.3 0.2
H -0.331 -1.040 3.599 0.0 -0.1 0.1
```
Positions in Å, forces in eV/Å.